# C6H13N2O

A cluster of 2 separate species, C6H13N2O in total (ωB97M-V with the def2-TZVPD basis set, the Open Molecules 2025 dataset).

Atoms and positions in Å:
C: -1.522 -1.566 -0.822
H: -1.684 1.130 -1.477
H: 2.395 2.518 0.316
O: -0.983 1.020 1.562
C: 1.335 -0.157 0.865
H: 1.384 2.548 -0.954
N: 0.743 -2.524 0.539
H: -0.007 -3.151 0.431
H: -1.290 -2.585 -1.110
H: 1.718 0.673 0.154
H: -2.483 -1.416 -1.337
C: -0.851 -0.778 0.007
H: 2.970 1.894 -1.143
N: 2.125 1.992 -0.514
H: -2.992 0.510 -0.578
C: -2.188 1.223 -0.589
H: 1.523 -2.822 0.969
C: 0.477 -1.255 0.527
H: -2.412 2.241 -0.148
H: 0.800 0.587 1.456
H: 2.232 -0.627 1.358
C: -1.290 0.545 0.487

Atomic forces in eV per Å
C -1.6 -0.8 -0.9
H 1.0 0.4 -2.3
H 0.2 0.0 -0.3
O -0.8 -0.3 -0.9
C 2.2 -2.6 1.9
H 0.6 -0.3 -0.1
N -2.2 2.1 -0.9
H -0.8 -1.0 -0.3
H 1.0 0.0 0.3
H -0.4 -0.7 -1.0
H 0.4 0.9 0.6
C 1.2 -2.0 0.6
H -1.5 0.5 0.9
N 1.2 0.9 -0.9
H -1.1 0.3 -0.3
C 0.1 0.6 4.9
H 3.5 -1.5 1.6
C -1.4 2.4 -1.1
H -0.1 -1.2 -1.2
H 0.2 -0.7 0.6
H -0.5 1.0 -0.2
C -1.1 1.6 -1.0

Calculated values
E_LUMO ... -4.47 eV
DFT total energy ... -420.8495 hartree
Relative energy (zero: lowest compared OMol25 entry of this formula, charge and spin) ... 271.7 kJ/mol
Net charge ... +1
Spin multiplicity ... 1